The following is a quantum chemistry calculation of 2 unconnected molecules or ions with the total composition C4H8N2O at a distorted geometry, from the Open Molecules 2025 dataset.

Each line ends with the Mulliken charge.
Cartesian coordinates (Å):
C -0.5214 0.9172 -2.0544  -1.070
C -0.7654 -0.4755 -1.5031  -0.043
C -1.6718 -0.3910 -0.2025  -0.005
N -2.7976 -0.5759 -0.3882  -0.393
H -1.4284 1.3269 -2.4969  0.347
H -0.1657 1.5875 -1.2755  0.292
H 0.2580 0.8602 -2.8145  0.301
H 0.1471 -0.8771 -1.0608  0.225
H -1.1524 -1.1688 -2.2513  0.344
N 1.6829 -0.1953 2.9471  -0.354
C 1.0341 -0.1553 1.7653  0.334
O 1.5693 -0.2077 0.6757  -0.577
H 2.6867 -0.2977 2.9553  0.232
H 1.1815 -0.2819 3.8112  0.210
H -0.0568 -0.0656 1.8924  0.157

Molar mass   100.12 g mol⁻¹
E_HOMO   -10.29 eV
Energy above the lowest of the compared OMol25 structures with the same formula, charge and spin   242.4 kJ/mol
E   -341.9113 hartree
Total charge   0